[1]
{"formula": "C29H68Cl3N9O9", "method": "ωB97M-V with the def2-TZVPD basis set", "symbols": ["C", "O", "C", "C", "C", "N", "H", "H", "H", "H", "H", "H", "H", "H", "H", "H", "H", "Cl", "C", "Cl", "Cl", "H", "C", "N", "C", "C", "O", "H", "H", "H", "H", "H", "H", "H", "C", "N", "C", "C", "O", "H", "H", "H", "H", "H", "H", "H", "C", "N", "C", "C", "O", "H", "H", "H", "H", "H", "H", "H", "C", "N", "C", "C", "O", "H", "H", "H", "H", "H", "H", "H", "C", "N", "C", "C", "O", "H", "H", "H", "H", "H", "H", "H", "C", "N", "C", "C", "O", "H", "H", "H", "H", "H", "H", "H", "C", "N", "C", "C", "O", "H", "H", "H", "H", "H", "H", "H", "C", "N", "C", "C", "O", "H", "H", "H", "H", "H", "H", "H"], "xyz": [[9.15468, -2.60831, -22.04309], [10.56589, -2.49934, -22.26009], [10.90610, -1.47790, -23.11469], [10.63029, -1.81655, -24.61968], [11.12007, -3.24082, -24.98217], [11.32902, -0.81850, -25.45424], [8.89719, -3.51176, -21.49031], [8.70246, -2.76843, -23.02185], [8.64908, -1.76665, -21.56972], [10.49431, -0.53111, -22.76524], [11.97824, -1.34543, -22.96965], [9.55584, -1.72084, -24.77620], [11.04590, -3.50351, -26.03744], [10.54934, -3.99211, -24.43634], [12.13761, -3.46341, -24.66100], [12.29779, -1.05857, -25.29946], [11.17069, -0.90942, -26.44759], [8.40094, -5.14231, -25.69619], [8.67746, -5.57767, -27.40330], [9.70848, -4.52140, -28.40534], [7.15363, -6.01927, -28.18288], [9.11522, -6.57240, -27.31990], [14.46389, -7.59220, -24.76468], [13.03159, -7.78970, -25.21514], [12.52224, -9.13006, -25.09721], [12.37992, -6.79054, -25.76042], [11.21257, -6.89194, -26.19631], [14.78073, -6.55673, -24.88925], [15.21691, -8.11161, -25.35738], [14.66972, -7.83511, -23.72222], [12.34557, -9.20258, -24.02407], [11.60125, -9.30545, -25.65321], [13.25415, -9.87205, -25.41635], [13.03802, -5.91365, -25.65972], [10.98659, -0.54058, -19.20503], [12.19475, 0.21184, -19.47842], [12.37708, 1.43913, -18.65843], [13.12785, -0.29690, -20.28400], [14.21309, 0.28806, -20.49884], [10.83323, -1.32002, -19.95140], [10.07858, 0.05922, -19.26704], [11.07295, -1.00517, -18.22279], [11.52668, 2.12070, -18.63834], [12.46251, 1.05925, -17.64035], [13.23439, 2.09713, -18.80037], [12.88966, -1.29360, -20.68655], [9.80988, 1.47298, -28.19586], [9.63535, 0.13443, -28.77103], [8.53525, -0.72145, -28.23834], [10.49764, -0.37431, -29.64212], [10.39922, -1.55374, -29.96632], [10.20193, 1.38314, -27.18278], [8.86052, 1.99520, -28.31461], [10.45907, 2.05780, -28.84750], [8.25566, -0.45034, -27.22029], [7.55483, -0.53924, -28.67843], [8.70566, -1.79788, -28.25713], [11.26223, 0.34462, -29.97487], [5.24000, -1.45988, -23.67385], [5.32901, -2.39752, -24.84959], [4.86651, -3.76048, -24.55608], [5.96058, -1.98719, -25.95353], [6.20893, -2.63895, -26.95346], [5.36721, -0.40844, -23.93155], [5.99777, -1.62078, -22.90704], [4.22217, -1.46403, -23.28385], [5.46530, -4.37017, -23.87945], [3.81540, -3.60409, -24.31356], [4.84518, -4.30006, -25.50291], [6.32002, -0.94652, -25.95204], [12.61484, -5.37745, -19.81836], [13.54907, -4.64542, -20.66114], [13.11596, -4.59665, -22.11331], [14.63232, -4.02250, -20.16163], [15.26731, -3.24212, -20.80999], [11.66930, -4.83533, -19.83088], [13.04503, -5.52133, -18.82723], [12.46465, -6.36018, -20.26533], [13.75719, -3.96517, -22.72826], [13.16341, -5.58968, -22.56023], [12.07463, -4.28900, -22.20863], [14.85285, -4.23653, -19.10439], [17.09016, -1.64276, -22.55304], [16.22977, -1.04813, -23.59657], [16.79586, -0.21493, -24.65035], [14.90091, -1.18215, -23.49325], [14.01273, -0.74685, -24.29556], [18.14829, -1.75341, -22.79012], [16.77353, -2.66687, -22.35548], [17.01999, -1.01721, -21.66316], [16.95755, -0.83044, -25.53529], [16.14706, 0.61144, -24.94063], [17.68167, 0.26168, -24.23048], [14.62465, -1.67959, -22.55068], [11.52567, 2.60832, -23.65866], [11.97274, 3.04231, -24.98750], [11.18137, 4.02596, -25.62075], [12.86800, 2.27565, -25.64098], [13.05486, 2.27778, -26.84565], [12.24476, 1.94357, -23.17999], [10.57081, 2.09800, -23.78471], [11.41769, 3.41333, -22.93175], [11.63776, 4.34146, -26.55899], [10.15891, 3.70124, -25.81368], [11.14240, 4.99940, -25.13188], [13.53748, 1.64558, -25.03515], [14.09522, -1.19044, -27.83124], [14.07639, -2.60248, -27.42825], [13.09353, -3.46594, -28.10727], [14.79570, -3.08253, -26.39673], [14.78484, -4.26365, -26.02122], [13.14426, -0.66381, -27.75111], [14.33828, -1.10606, -28.89044], [14.83180, -0.62620, -27.25923], [13.16278, -4.50197, -27.77564], [12.11423, -3.04775, -27.87454], [13.28988, -3.53213, -29.17740], [15.48019, -2.27959, -26.08216]], "gap_ha": 0.3311, "spin_multiplicity": 1, "smiles": "COC[C@H](C)N.ClC(Cl)Cl.CN(C)C=O.CN(C)C=O.CN(C)C=O.CN(C)C=O.CN(C)C=O.CN(C)C=O.CN(C)C=O.CN(C)C=O", "e_homo_ev": -8.74}

[2]
{"formula": "C25H47BF4FeN8O2Si3", "method": "ωB97M-V with the def2-TZVPD basis set", "symbols": ["Fe", "C", "C", "O", "N", "C", "C", "C", "C", "C", "C", "N", "H", "H", "H", "H", "H", "H", "H", "H", "H", "H", "C", "O", "Si", "C", "C", "C", "Si", "C", "C", "C", "Si", "C", "C", "C", "H", "H", "H", "H", "H", "H", "H", "H", "H", "H", "H", "H", "H", "H", "H", "H", "H", "H", "H", "H", "H", "H", "H", "H", "H", "H", "H", "N", "C", "N", "N", "C", "N", "H", "H", "H", "H", "N", "C", "C", "C", "N", "C", "C", "H", "H", "H", "H", "H", "H", "F", "B", "F", "F", "F"], "xyz": [[0.11468, 0.43511, 0.87124], [1.45325, -0.92519, 4.97638], [0.87029, 0.08382, 4.02230], [0.29261, -0.23490, 2.98757], [1.02016, 1.37158, 4.31828], [0.50520, 2.39666, 3.41765], [1.44625, 2.70022, 2.27962], [2.13302, 3.90242, 2.21964], [2.97840, 4.14545, 1.15075], [3.12330, 3.16731, 0.18168], [2.39861, 1.99657, 0.31430], [1.57894, 1.75184, 1.33707], [1.10487, -1.91484, 4.69584], [1.17100, -0.71416, 6.00640], [2.54088, -0.90309, 4.89834], [1.55767, 1.64350, 5.12440], [0.28353, 3.29392, 3.98924], [-0.42005, 2.02776, 2.97996], [1.98216, 4.64811, 2.98734], [3.50401, 5.08653, 1.06769], [3.76378, 3.31299, -0.67577], [2.47816, 1.21455, -0.42950], [2.81010, -0.92857, 0.29834], [1.81865, -0.28822, -0.51140], [1.72918, -0.66569, -2.16310], [3.19334, 0.20185, -2.99086], [2.08810, -2.52032, -2.26224], [0.06727, -0.11878, -2.81024], [-0.88355, -1.35630, -3.85586], [0.12539, -1.70734, -5.42538], [-1.21045, -2.96292, -2.88240], [-2.58692, -0.74997, -4.41760], [-0.36756, 1.72445, -2.88721], [-0.22731, 2.29962, -4.69268], [-2.10076, 2.12411, -2.25152], [0.87544, 2.72049, -1.88261], [3.80609, -0.78343, -0.12583], [2.60600, -1.99680, 0.36894], [2.78064, -0.49573, 1.29796], [4.13425, -0.08304, -2.51697], [3.11035, 1.28631, -2.94606], [3.25796, -0.07950, -4.04269], [3.13806, -2.71638, -2.04075], [1.88829, -2.91570, -3.25759], [1.48595, -3.08950, -1.55273], [1.18052, -1.88136, -5.21274], [0.06522, -0.85798, -6.10718], [-0.26022, -2.58084, -5.95275], [-0.64479, -3.80239, -3.28690], [-2.26797, -3.22771, -2.91925], [-0.92573, -2.84441, -1.83784], [-2.52285, 0.18843, -4.96820], [-3.26523, -0.59574, -3.57696], [-3.04814, -1.48712, -5.07665], [-0.99176, 1.85785, -5.33157], [0.74621, 2.05946, -5.12161], [-0.34791, 3.38305, -4.73390], [-2.88458, 1.52897, -2.71839], [-2.32264, 3.17646, -2.43226], [-2.14643, 1.98023, -1.17311], [1.82079, 2.84367, -2.40964], [1.08131, 2.25706, -0.91658], [0.48621, 3.71534, -1.66853], [-2.84407, -4.24220, 0.11182], [-1.68432, -4.90088, 0.30134], [-1.68321, -6.23624, 0.18858], [-0.55521, -4.31019, 0.58921], [-0.36349, -3.03391, 0.66189], [-0.07041, -1.91413, 0.71716], [-3.69997, -4.72468, -0.09306], [-2.85968, -3.23732, 0.17217], [-2.51707, -6.75700, -0.00945], [-0.81622, -6.72496, 0.32251], [-6.33265, -0.23281, 0.50453], [-4.97741, -0.18425, 0.58290], [-4.32208, 0.19017, 1.76460], [-2.94687, 0.22119, 1.79019], [-2.18819, -0.11061, 0.74276], [-2.80135, -0.50717, -0.37368], [-4.17046, -0.56543, -0.50096], [-6.87761, 0.18161, 1.23980], [-6.76637, -0.28748, -0.39985], [-4.89155, 0.47059, 2.63980], [-2.41553, 0.51896, 2.68566], [-2.15233, -0.77905, -1.19943], [-4.62427, -0.87885, -1.43226], [-0.85790, 2.36882, 0.92570], [-0.92581, 3.87967, 1.07199], [0.33561, 4.33453, 0.74168], [-1.90544, 4.30330, 0.21873], [-1.22526, 4.10057, 2.40286]], "gap_ha": [0.3363, 0.2798], "total_charge": 1, "s2": 8.761, "relative_energy_kj_mol": 117.6, "spin_multiplicity": 6, "e_homo_ev": [-11.01, -11.22]}

[3]
{"formula": "C6H18Co3FN6O20P2", "method": "ωB97M-V with the def2-TZVPD basis set", "symbols": ["Co", "Co", "Co", "P", "O", "O", "O", "O", "P", "O", "O", "O", "O", "F", "C", "N", "O", "O", "H", "H", "H", "C", "N", "O", "O", "H", "H", "H", "C", "N", "O", "O", "H", "H", "H", "C", "N", "O", "O", "H", "H", "H", "C", "N", "O", "O", "H", "H", "H", "C", "N", "O", "O", "H", "H", "H"], "xyz": [[11.18587, 15.76021, -19.44231], [11.57209, 17.42070, -16.75314], [8.59322, 16.42100, -16.26939], [13.46467, 15.81529, -18.03833], [12.52570, 16.93353, -18.53511], [12.69058, 15.88983, -16.71034], [14.63818, 16.72717, -18.27851], [12.88218, 14.88658, -19.16060], [9.20005, 17.27314, -18.56504], [9.61217, 16.70829, -19.92164], [9.89491, 16.24984, -17.66990], [7.80834, 17.07203, -17.89843], [10.21017, 18.21558, -17.88006], [10.20331, 17.32703, -15.17481], [11.30166, 12.82019, -16.82314], [10.13815, 12.97636, -15.87715], [9.68680, 14.06441, -15.61906], [9.65976, 11.97110, -15.36876], [11.33095, 11.84970, -17.31851], [12.16314, 12.82391, -16.15535], [11.31406, 13.64911, -17.53084], [10.77464, 17.18905, -23.24448], [11.82128, 17.28511, -22.23346], [12.52995, 18.27352, -22.33741], [11.93502, 16.31218, -21.50231], [10.91985, 18.00013, -23.95803], [9.84164, 17.11642, -22.68560], [10.92701, 16.18533, -23.64126], [4.73799, 17.94393, -17.50698], [3.66381, 17.62673, -16.55042], [3.73373, 16.50977, -15.96822], [2.94146, 18.55679, -16.33139], [5.25607, 17.02876, -17.79364], [5.47052, 18.62277, -17.07031], [4.35986, 18.36134, -18.44019], [9.37675, 20.70945, -16.16265], [8.41822, 20.91831, -15.06790], [7.54139, 20.00731, -14.94610], [8.57754, 21.84246, -14.29268], [10.15797, 19.97725, -15.95850], [9.86341, 21.67920, -16.26675], [8.76278, 20.31424, -16.97195], [10.41009, 20.38667, -20.64448], [11.70735, 20.60738, -19.94534], [12.01314, 21.68457, -19.48898], [12.46432, 19.64947, -19.87343], [10.06516, 19.46965, -20.16681], [10.66971, 20.20662, -21.68768], [9.74338, 21.22652, -20.44887], [6.26784, 12.55081, -16.67351], [6.49076, 13.70669, -15.75475], [6.09535, 13.58208, -14.59681], [7.02463, 14.73802, -16.24088], [5.55138, 12.87280, -17.42923], [5.84802, 11.67044, -16.18690], [7.33124, 12.47703, -16.90120]], "gap_ha": [0.1906, 0.1932], "total_charge": -1, "s2": 24.777, "spin_multiplicity": 10, "e_homo_ev": [-4.11, -4.21]}

[4]
{"formula": "H4N2O2Si", "method": "ωB97M-V with the def2-TZVPD basis set", "symbols": ["N", "N", "O", "O", "Si", "H", "H", "H", "H"], "xyz": [[0.88892, -0.18285, 0.06039], [-0.08123, 2.36597, 0.53297], [1.07474, 2.45855, 0.89209], [-0.85349, 3.26036, 0.50999], [-0.73525, 0.16943, 0.16077], [1.38544, -0.11771, 0.98186], [1.46834, -0.09317, -0.79479], [-1.41762, -0.59678, 1.23121], [-1.48015, 0.08527, -0.98123]], "gap_ha": 0.3346, "relative_energy_kj_mol": 113.1, "spin_multiplicity": 1, "e_homo_ev": -9.16}

[5]
{"formula": "C4H11ClNOPd2", "method": "ωB97M-V with the def2-TZVPD basis set", "symbols": ["Pd", "Pd", "Cl", "C", "C", "C", "O", "C", "N", "H", "H", "H", "H", "H", "H", "H", "H", "H", "H", "H"], "xyz": [[-0.90025, -11.22484, 21.92717], [-1.15970, -11.35196, 17.02928], [-0.19022, -10.78196, 19.45778], [3.44867, -9.23468, 18.43992], [3.89188, -9.54005, 19.88670], [3.53309, -8.34391, 20.70039], [4.55914, -7.30654, 20.50660], [4.44900, -6.30357, 21.51801], [3.08597, -10.65483, 20.33419], [3.85767, -8.26907, 18.14255], [2.37303, -9.11369, 18.31162], [3.82557, -10.06004, 17.83592], [4.97755, -9.56450, 19.98066], [3.53928, -8.59423, 21.76124], [2.51872, -7.97418, 20.55056], [4.51127, -6.63527, 22.55444], [3.54835, -5.71492, 21.34363], [5.29417, -5.62893, 21.38149], [2.13745, -10.60959, 19.99017], [2.97065, -10.64298, 21.33751]], "gap_ha": [0.3882, 0.1927], "total_charge": 4, "s2": 8.767, "relative_energy_kj_mol": 55.5, "spin_multiplicity": 6, "e_homo_ev": [-26.42, -25.61]}